1.
C3H10N2O2 | ωB97M-V/def2-TZVPD

Calculated values
Charge: +1
ΔE to the lowest compared entry with this formula, charge and spin, kcal per mole: 41.47
Largest force on an atom, eV/A: 3.94
Spin multiplicity: 2
Gap between HOMO and LUMO (alpha / beta), eV: 10.55 / 4.82
E_LUMO (alpha / beta), hartree: -0.1462 / -0.3562

Cartesian coordinates (Å):
C 0.33403 -0.73194 -1.08230
C -0.71359 0.25186 -0.62947
C -0.06285 1.36273 0.20417
N 0.02845 2.57812 -0.37885
O 0.39017 1.07781 1.29196
N -0.09429 -2.10790 -1.20751
H 0.81544 -0.51739 -2.06354
H 1.18604 -0.74351 -0.39100
H -1.36440 0.59201 -1.44469
H -1.33133 -0.24095 0.10289
H 0.16467 3.34173 0.27290
H -0.48366 2.82823 -1.20470
H 0.68837 -2.64400 -1.62612
H -0.84847 -2.29794 -1.88351
H 0.28366 -0.92959 1.84573
H -0.22158 -2.08156 0.94306
O 0.16331 -1.89742 1.80381

Cartesian forces (eV/Å) of the 6 atoms listed first:
C -0.1 -0.4 1.2
C -0.2 0.3 -0.4
C 0.1 0.0 -0.7
N -0.2 0.3 0.8
O 0.0 0.0 0.0
N 1.5 0.8 -3.5

***

2.
C3H10N2O2 | ωB97M-V/def2-TZVPD

Calculated values
Charge: +1
ΔE to the lowest compared entry with this formula, charge and spin, kcal per mole: 62.62
Largest force on an atom, eV/A: 3.49
Spin multiplicity: 2
Gap between HOMO and LUMO (alpha / beta), eV: 9.85 / 5.48
E_LUMO (alpha / beta), hartree: -0.1501 / -0.3109

Cartesian coordinates (Å):
O 0.29710 1.05183 2.28500
C -0.29196 0.10381 1.88514
C -1.04759 -0.05464 0.55588
N -0.03321 -0.43233 -0.42884
C 0.38113 -1.84047 -0.50313
N 0.80088 -2.31468 0.82069
H -0.12776 -0.76133 2.57591
H -1.11181 1.05801 0.41021
H -1.94503 -0.66917 0.51564
H 0.77405 0.10962 -0.11016
H -0.34735 -2.54053 -0.97512
H 1.28183 -1.87224 -1.13820
H 0.15744 -3.00468 1.19534
H 1.72848 -2.71384 0.81521
H 0.26851 4.17364 -3.04483
H -0.31477 5.32960 -2.40084
O -0.46997 4.37741 -2.45790

Cartesian forces (eV/Å) of the 6 atoms listed first:
O -0.6 0.4 -1.2
C 1.5 -0.8 3.1
C 1.0 1.7 -2.3
N -0.5 -0.1 2.9
C 1.2 -2.0 -0.5
N -0.9 0.2 -0.6

***

3.
C3H10N2O2S | ωB97M-V/def2-TZVPD

Calculated values
ΔE to the lowest compared entry with this formula, charge and spin, kcal per mole: 17.09
Largest force on an atom, eV/A: 1.05
Spin multiplicity: 1
Gap between HOMO and LUMO, eV: 9.64
E_LUMO, hartree: 0.0149

Cartesian coordinates (Å):
C 1.22493 0.93951 -0.02550
C 1.39496 0.35572 -1.41316
S 2.14053 1.62804 -2.47438
N 0.62300 -0.07521 0.86390
H 0.55824 1.79162 -0.04768
H 2.17072 1.27638 0.37511
H 0.42830 0.06278 -1.80677
H 2.03620 -0.51948 -1.37070
H 1.97432 0.96626 -3.61964
H 0.11200 0.31463 1.65353
H 1.28797 -0.74694 1.20159
H -0.27243 -0.66948 0.28908
N -2.23071 -0.25519 1.55546
C -2.10259 -1.44675 0.75170
O -2.69885 -2.44513 1.07524
O -1.22904 -1.31993 -0.18768
H -2.43822 0.53714 0.96580
H -2.97935 -0.39396 2.21412

Cartesian forces (eV/Å) of the 6 atoms listed first:
C -0.1 -0.2 0.2
C 0.0 0.1 -0.1
S 0.0 0.1 0.1
N 0.0 0.5 0.0
H -0.2 0.2 -0.1
H 0.3 0.1 0.1

***

| no. | electronic energy (Ha) | M (g mol⁻¹) |
| --- | --- | --- |
| 1 | -379.9546 | 106.12 |
| 2 | -379.9209 | 106.12 |
| 3 | -778.4984 | 138.19 |